{"formula": "C6H11NO3", "method": "the ωB97M-V functional and the def2-TZVPD basis", "symbols": ["C", "C", "C", "C", "N", "C", "C", "O", "O", "O", "H", "H", "H", "H", "H", "H", "H", "H", "H", "H", "H"], "xyz": [[-0.37711, 1.20036, 0.87021], [-0.62334, -1.94300, 0.17649], [-0.08814, 0.61902, 2.23568], [1.46463, 0.83366, -1.55956], [-0.40684, -0.73603, -0.62864], [-1.13156, 0.64217, -0.16782], [1.09418, 0.02960, -0.34698], [-0.76126, -1.01498, -1.96011], [-1.82539, 1.10881, -1.04791], [1.84208, -0.56050, 0.38749], [-1.38012, -0.27259, -2.16386], [-0.50825, 2.27986, 0.87818], [-1.69137, -2.15212, 0.22535], [-0.21566, -1.78681, 1.16862], [-0.09710, -2.76649, -0.30189], [-0.04572, 1.42440, 2.96779], [0.87758, 0.10477, 2.25410], [-0.85527, -0.07843, 2.57299], [1.80988, 0.15514, -2.34161], [2.28407, 1.49155, -1.27528], [0.63469, 1.42162, -1.94324]], "forces_ev_per_a": [[-0.265, 0.002, 0.133], [0.057, 0.075, -0.068], [0.095, -0.108, -0.162], [-0.148, 0.202, 0.171], [-0.144, 0.859, 0.362], [0.818, -0.375, -0.604], [-0.106, -1.019, -0.404], [0.325, 0.198, 0.543], [-0.018, -0.209, 0.091], [-0.637, 0.407, -0.186], [0.014, 0.052, 0.127], [0.019, -0.019, -0.085], [0.048, 0.021, -0.045], [0.034, 0.042, 0.002], [-0.019, 0.010, 0.013], [-0.025, -0.012, -0.042], [0.022, -0.058, 0.039], [0.015, -0.020, 0.020], [-0.031, -0.040, 0.080], [-0.042, -0.016, 0.003], [-0.011, 0.008, 0.013]], "lumo_ha": 0.024, "homo_lumo_gap_ev": 8.97, "homo_energy_ha": -0.3053, "smiles": "C/C=C(/[O-])[N@@+](C)(O)C(C)=O"}

---

{"formula": "C6H11NO4", "method": "the ωB97M-V functional and the def2-TZVPD basis", "symbols": ["C", "C", "C", "C", "C", "C", "N", "O", "O", "O", "O", "H", "H", "H", "H", "H", "H", "H", "H", "H", "H", "H"], "xyz": [[-1.74491, -0.21042, -0.16694], [-2.47640, -0.58394, -1.36788], [0.72637, -0.12492, -0.14809], [-1.62056, 1.44068, 1.63115], [2.27177, 1.44732, -0.82290], [1.85000, -2.22277, 0.55545], [-0.40766, -0.74426, -0.01710], [-3.00467, -0.99358, -0.07802], [-1.92907, 1.09485, 0.24819], [0.93877, 1.01468, -0.64648], [1.87945, -0.81333, 0.07147], [-3.15316, 0.26499, -1.85854], [-2.01477, -1.38979, -1.91546], [-2.27206, 0.85337, 2.36725], [-1.83034, 2.50391, 1.39221], [-0.52273, 1.02146, 1.78076], [2.23873, 2.48136, -1.07745], [2.73165, 0.77995, -1.69410], [2.75060, 1.42131, 0.14683], [0.93521, -2.20874, 1.11141], [2.88339, -2.27083, 0.93697], [1.77040, -2.76130, -0.44873]], "forces_ev_per_a": [[0.432, 1.076, -1.111], [-1.933, 2.252, 0.013], [-1.853, -5.153, 0.571], [0.949, -2.045, -1.456], [1.034, -1.386, -1.448], [0.470, 2.087, -3.411], [-0.103, 0.028, 1.241], [2.399, -0.100, 0.168], [-0.227, -0.883, 0.108], [-0.592, 3.162, -0.881], [-0.102, 0.487, 0.230], [1.685, -2.133, 0.691], [-0.320, -0.033, -0.581], [0.548, 1.285, -0.968], [0.694, -0.289, 2.011], [-1.939, 1.706, 0.221], [-0.264, 0.629, -0.660], [-0.471, 1.627, 2.170], [0.698, -0.521, -0.140], [-0.073, -1.099, 0.919], [-0.961, -0.656, 0.527], [-0.074, -0.040, 1.784]], "lumo_ha": 0.025, "homo_lumo_gap_ev": 9.65, "homo_energy_ha": -0.3292, "smiles": "COC(=N[C@@]1(OC)CO1)OC"}

---

{"formula": "C6H11NO4", "method": "the ωB97M-V functional and the def2-TZVPD basis", "symbols": ["C", "C", "C", "C", "C", "C", "N", "O", "O", "O", "O", "H", "H", "H", "H", "H", "H", "H", "H", "H", "H", "H"], "xyz": [[0.68509, 2.31326, 0.80058], [0.33361, 2.37727, -0.43463], [-1.32442, 0.52272, -0.22387], [0.73824, -1.24126, -1.32580], [1.09736, -2.31807, 0.80423], [-0.45791, -0.56606, 0.68241], [0.46538, -1.24295, 0.11142], [-2.06197, -0.18220, -1.14413], [-2.19557, 1.27767, 0.56607], [-0.85773, -0.78615, 1.80683], [-0.52568, 1.46335, -1.02059], [1.30106, 2.99973, 1.24313], [0.42071, 1.62978, 1.51941], [0.68165, 3.03050, -1.16234], [0.63061, -0.21392, -1.65754], [1.63535, -1.78862, -1.32382], [0.00204, -1.92070, -1.89722], [0.82488, -2.00872, 1.93807], [0.67561, -3.22750, 0.46200], [2.20384, -2.26893, 0.69699], [-2.56617, 0.43439, -1.70255], [-1.70599, 1.71641, 1.26134]], "forces_ev_per_a": [[0.480, 0.531, 0.809], [-1.969, -2.543, -0.947], [0.397, 0.821, 0.346], [-2.558, -0.784, 0.137], [0.378, 2.058, 3.875], [-3.798, 1.954, 0.176], [2.081, -0.978, -2.840], [0.313, -0.081, 0.228], [0.246, -0.880, -0.663], [-0.192, 0.779, 0.824], [0.035, -0.263, -0.005], [1.695, 1.966, 0.476], [-1.102, -1.931, 1.145], [0.530, 1.299, -1.003], [0.756, -0.294, -0.640], [1.715, 0.240, -1.079], [0.755, 1.121, 0.880], [0.767, -1.683, -2.403], [-0.219, -1.214, 0.103], [-0.759, -0.166, -0.146], [0.238, -0.018, 0.375], [0.211, 0.067, 0.352]], "lumo_ha": 0.028, "homo_lumo_gap_ev": 10.24, "homo_energy_ha": -0.3480, "smiles": "C=COC(O)(O)C(=O)N(C)C"}

---

{"formula": "C6H11NOS", "method": "the ωB97M-V functional and the def2-TZVPD basis", "symbols": ["C", "C", "C", "C", "C", "C", "N", "O", "S", "H", "H", "H", "H", "H", "H", "H", "H", "H", "H", "H"], "xyz": [[-2.36584, -2.33589, 0.47067], [-1.66728, -1.71084, -0.30058], [1.03868, -0.30878, -1.99983], [-0.42539, 1.53773, -0.95383], [-0.59448, 0.14364, 1.89954], [0.28357, 0.25784, -0.86252], [1.86996, 1.02893, 1.03151], [1.41853, -1.37811, 1.04071], [0.83857, -0.11097, 0.79712], [-2.86048, -2.63346, 1.39371], [2.07667, -0.78498, -1.71141], [1.23414, 0.44812, -2.74103], [0.41017, -1.10401, -2.43196], [-1.16458, 1.44135, -1.62014], [0.34249, 2.30255, -1.23452], [-0.91110, 1.88919, 0.07880], [-0.27415, -0.04812, 2.93258], [-0.88616, 1.19943, 1.80073], [-1.28293, -0.62286, 1.57301], [2.91961, 0.78925, 0.83743]], "forces_ev_per_a": [[-0.342, 0.098, 1.273], [1.163, 1.265, -0.856], [1.629, -1.318, 0.501], [1.619, 1.571, 4.435], [1.122, 0.730, -0.341], [-0.111, -1.262, 1.364], [0.810, 0.294, -0.940], [-0.274, -2.299, -0.645], [1.777, 1.505, 2.130], [0.108, -0.237, -0.954], [-2.192, 0.802, -0.208], [-0.089, 0.307, -0.330], [0.302, 0.227, 0.113], [-2.760, -0.007, -2.866], [-0.714, -0.513, 0.003], [1.201, -0.849, -2.513], [0.407, 0.044, -0.491], [-0.257, -0.674, 0.186], [-0.491, 0.234, -0.135], [-2.907, 0.083, 0.273]], "lumo_ha": [-0.078, -0.078], "homo_lumo_gap_ev": [6.76, 6.77], "homo_energy_ha": [-0.3267, -0.3267]}

---

{"formula": "C6H11NS", "method": "the ωB97M-V functional and the def2-TZVPD basis", "symbols": ["C", "C", "C", "C", "C", "C", "N", "S", "H", "H", "H", "H", "H", "H", "H", "H", "H", "H", "H"], "xyz": [[0.84792, -0.71860, 0.98281], [0.32152, 0.19516, 0.17641], [2.18130, -1.23794, 0.47806], [-1.26504, 0.43380, -1.57946], [-2.07391, 0.42470, 0.87345], [-1.03443, 0.82208, -0.15362], [2.84033, -0.18837, -0.32728], [1.54161, 0.57297, -1.17758], [0.36151, -1.17878, 1.91873], [2.88525, -1.48667, 1.28305], [1.87656, -2.06656, -0.18905], [-0.86427, -0.61897, -1.68106], [-0.76267, 1.03745, -2.37394], [-2.39538, 0.51921, -1.82489], [-2.05135, -0.60177, 0.98910], [-3.04078, 0.80162, 0.54704], [-1.77138, 0.89545, 1.74403], [-0.94915, 1.91203, -0.05886], [3.35238, 0.48320, 0.37305]], "forces_ev_per_a": [[-0.976, -0.235, 1.539], [0.513, 0.858, -1.299], [0.190, 0.443, 0.106], [-1.961, -0.960, -1.765], [-0.177, 1.144, -2.331], [1.523, 0.514, 1.219], [0.664, 1.022, 1.512], [0.251, -0.291, 1.273], [0.653, 0.819, -1.706], [-0.340, -0.525, -0.314], [0.788, -0.059, 0.287], [-1.024, 0.956, -0.348], [-0.157, -0.261, 0.922], [1.751, -0.453, 0.302], [-0.407, -2.228, 0.358], [-0.203, -0.188, 0.212], [0.219, 0.784, 2.053], [0.238, -0.044, -0.226], [-1.541, -1.295, -1.793]], "lumo_ha": 0.032, "homo_lumo_gap_ev": 9.03, "homo_energy_ha": -0.2997, "smiles": "CC(C)C1=CCNS1"}

---

Taking the records one at a time from the top gives calculated total energy values of -14029.4922, -16075.9110, -16078.3739, -20764.1128, -18723.9888 eV.